Entry 1:
DFT (ωB97M-V with the def2-TZVPD basis set) results for a molecular structure, C18H19ClN2O4S.

The calculation puts the HOMO energy at -8.3 eV. For the energy above the lowest of the compared OMol25 structures with the same formula, charge and spin, the calculation gives 1608.4 kJ/mol.

Element x y z (Å)
C -7.6247 -0.9542 0.2293
N -6.6653 0.1767 -0.1041
C -5.8208 0.1470 -1.3046
C -4.7287 -0.9156 -1.0943
N -3.9903 -0.6672 -0.0521
S -2.9350 0.6294 -0.1047
O -3.0302 1.5581 1.0669
O -2.9621 1.1984 -1.6357
C -1.3837 -0.1572 -0.0612
C -0.1226 0.4933 -0.0958
C 1.0057 0.0916 0.0740
C 0.9923 -1.3809 0.2107
C -0.0628 -2.3686 0.3151
C -1.2837 -1.4519 0.3270
H -2.2455 -2.0935 0.2510
H -0.1286 -3.2796 0.7514
H 2.0813 -2.1414 0.4703
C 2.2689 0.6472 -0.0009
O 2.4270 1.9733 -0.4423
O 3.3627 -0.0080 0.2771
C 4.6436 0.4033 0.0089
C 4.9593 1.8268 0.4068
C 6.4155 2.1788 0.2635
C 7.3213 1.1396 0.1938
C 7.0073 -0.0654 -0.3663
C 5.7531 -0.5506 -0.0947
Cl 5.1957 -2.4040 -0.2639
H 7.7848 -0.8470 -0.3003
H 8.3502 1.3183 0.0981
H 6.7452 3.0581 0.3946
H 4.3420 2.6057 0.3432
H -0.2281 1.5733 -0.4146
C -4.7936 -0.3060 1.3187
C -6.0408 0.4564 1.0207
H -6.6916 0.5606 1.9300
H -5.5847 1.7882 0.8798
H -4.1570 0.0770 1.9022
H -5.1595 -1.3240 1.8680
H -4.1346 -0.7930 -1.9103
H -5.2303 -1.7888 -0.8263
H -6.5107 -0.3699 -1.9520
H -5.7267 1.1215 -1.2797
H -7.2415 -1.9327 0.3962
H -8.3469 -1.2554 -0.7084
H -8.4314 -0.6612 0.9150

Atomic forces in eV per Å
C -2.53 0.45 -4.33
N -5.07 -3.52 -1.24
C -3.09 -6.53 2.07
C -4.16 2.39 -3.16
N 3.50 3.79 9.85
S 0.74 4.20 -5.10
O 0.41 -2.04 -2.93
O -0.16 -1.99 6.19
C 2.35 -1.61 1.76
C -11.53 9.44 -3.23
C 7.23 -10.70 1.95
C 3.79 -7.12 2.40
C -0.78 11.42 -0.75
C -1.98 -5.92 -1.87
H 1.31 1.43 0.89
H 0.43 -2.80 0.63
H -2.77 3.29 -1.12
C 4.22 11.32 -3.68
O -1.71 -7.46 2.44
O -0.49 -2.44 -0.01
C 2.12 3.14 2.91
C 6.65 -4.85 -3.29
C -5.61 -7.90 1.02
C -0.01 1.72 -2.61
C 0.22 -3.72 3.11
C -4.75 -0.31 -1.65
Cl 1.13 2.91 0.15
H -0.20 0.48 -0.87
H 1.41 0.82 0.44
H 2.00 6.63 1.10
H -2.94 2.39 0.31
H 0.22 -0.84 0.61
C -5.03 -7.26 -3.97
C 3.77 6.89 3.84
H 0.53 -0.33 -0.85
H -1.10 -3.46 0.48
H 4.43 3.06 4.44
H 1.13 1.73 -1.67
H 1.59 -1.11 -2.94
H -0.83 -2.09 -0.85
H -0.11 0.93 -1.46
H 2.05 4.95 -1.85
H 0.87 -0.66 0.95
H 1.85 1.16 1.52
H 0.90 0.13 0.37

---

Entry 2:
DFT (ωB97M-V with the def2-TZVPD basis set) results for a molecular structure, C18H19Co2N2O6.

The calculation puts the HOMO energy at -1.7 eV. The total charge is -1. For the energy above the lowest of the compared OMol25 structures with the same formula, charge and spin, the calculation gives 237.2 kJ/mol.

Element x y z (Å)
C 0.7248 -2.9221 0.8390
C -0.5746 -2.2416 0.4509
C -0.3503 -1.0974 -0.5325
C -0.0868 0.2018 0.1873
N -0.9535 1.1782 -0.0117
C -0.6971 2.4299 0.7047
C 0.2180 2.3088 1.8979
C 1.4524 1.5309 1.5361
N 1.0351 0.2836 0.9163
C 2.0609 -0.7751 0.8488
C 1.6738 -2.0489 1.5833
H 0.4906 -3.7877 1.4473
H 1.1986 -3.2626 -0.0769
H -1.2534 -2.9519 -0.0315
H -1.1059 -1.8859 1.3415
H 0.4823 -1.3018 -1.2264
H -1.2410 -0.8872 -1.1390
H -0.1860 3.1259 0.0243
H -1.6496 2.8787 0.9929
H 0.5177 3.3003 2.2480
H -0.3012 1.7982 2.7055
H 2.0821 2.1028 0.8259
H 2.0638 1.2976 2.4184
H 2.2733 -0.9624 -0.2106
H 2.9634 -0.3376 1.2890
H 1.2396 -1.7522 2.5321
H 2.5922 -2.5797 1.8285
O -7.4699 2.0841 -1.6480
C -6.7962 1.3076 -2.1842
Co -6.0910 -0.0370 -3.0069
C -6.5781 -1.2564 -1.7608
O -7.1288 -1.9723 -1.0312
C -7.3766 -0.0020 -4.2170
O -8.3395 0.0007 -4.8586
C -4.1374 0.8414 -2.7230
C -3.2478 0.3903 -1.7499
C -2.6491 0.9371 -0.5519
Co -3.8480 -0.8962 -2.9262
C -3.9624 -2.1691 -1.7703
O -3.9854 -2.8988 -0.8693
C -2.4044 -1.3843 -3.7869
O -1.3371 -1.6344 -4.1511
C -5.1680 -1.6426 -4.0886
O -5.4876 -2.3854 -4.9372
H -4.0133 1.7739 -3.3029
H -3.0664 0.3476 0.3374
H -2.7466 2.0273 -0.4711

Atomic forces in eV per Å
C -0.62 -0.39 -0.24
C -0.30 -0.18 -0.30
C -0.41 0.79 -0.09
C -1.27 0.80 -1.55
N 3.12 -0.93 1.33
C 0.27 0.29 -0.73
C -0.05 0.10 0.55
C 0.12 -0.11 -0.35
N 1.03 -0.29 0.62
C -0.19 0.57 -0.24
C 0.63 0.64 0.34
H 0.05 -0.37 0.08
H 0.15 -0.27 -0.20
H 0.15 -0.05 0.12
H 0.04 0.06 -0.09
H -0.33 -0.05 0.18
H 0.22 -0.36 0.06
H -0.40 -0.01 -0.19
H -0.02 -0.06 -0.02
H -0.18 0.00 0.04
H -0.03 -0.07 0.21
H -0.14 -0.12 0.25
H -0.18 0.08 -0.18
H 0.18 -0.17 0.18
H -0.14 -0.14 -0.08
H -0.14 0.10 0.34
H 0.12 -0.21 -0.05
O 0.31 -0.36 -0.24
C 0.11 1.10 0.52
Co -1.60 -0.74 0.60
C -1.44 -0.53 0.63
O 0.95 0.82 -0.81
C 0.18 -0.19 -0.55
O 0.37 0.04 0.29
C 1.85 2.53 -0.13
C 0.12 3.02 1.97
C -4.16 -1.35 -1.04
Co -0.42 -4.92 -1.91
C 0.03 -1.09 1.95
O 0.16 0.27 -0.60
C 0.94 0.88 -0.74
O -0.10 -0.35 0.06
C 0.80 0.79 -0.60
O -0.06 0.42 0.86
H -0.42 -0.38 0.21
H 1.55 0.82 -0.45
H -0.86 -0.43 -0.02

---

Entry 3:
DFT (ωB97M-V with the def2-TZVPD basis set) results for a single C18H19F2N5S molecule.

The calculation puts the HOMO energy at -7.8 eV. As for the SMILES: Fc1ccc(N2CCN(CCSc3nnc4ccccn34)CC2)c(F)c1. For the energy above the lowest of the compared OMol25 structures with the same formula, charge and spin, the calculation gives 0.0 kJ/mol.

Element x y z (Å)
F 4.7699 -6.3858 3.1985
C 4.2075 -5.3400 2.5680
C 3.7995 -5.4736 1.2436
C 3.2201 -4.3914 0.5633
C 3.0376 -3.1570 1.2256
N 2.5839 -2.0334 0.4905
C 3.2920 -0.7201 0.4733
C 2.2954 0.4444 0.6615
N 1.1216 0.3562 -0.2611
C 0.2211 1.5039 -0.4181
C -0.3546 1.5692 -1.8170
S -1.3413 3.1090 -2.0207
C -2.8795 2.6180 -1.3074
N -3.1451 1.4655 -0.7936
N -4.4714 1.4322 -0.5305
C -4.9902 2.5809 -0.8757
C -6.3176 3.1545 -0.7582
C -6.5589 4.4410 -1.1682
C -5.4152 5.2822 -1.5254
C -4.1621 4.7307 -1.6595
N -4.0056 3.3928 -1.3576
C 0.4966 -1.0002 -0.2182
C 1.5275 -2.0952 -0.5045
C 3.3585 -3.0661 2.5858
F 3.0806 -1.9008 3.2486
C 3.9160 -4.1540 3.2622
H 3.9069 -6.4325 0.7355
H 2.9540 -4.4603 -0.4810
H 4.0270 -0.6726 1.2657
H 3.8107 -0.5939 -0.5048
H 2.8233 1.3863 0.4510
H 1.9741 0.4823 1.7196
H -0.5917 1.4625 0.2997
H 0.7732 2.4318 -0.2604
H -0.9813 0.7073 -1.9919
H 0.4882 1.4885 -2.5312
H -7.1075 2.5486 -0.3759
H -7.5563 4.8750 -1.1610
H -5.5925 6.3277 -1.6756
H -3.3175 5.3352 -1.9241
H -0.3038 -1.1368 -0.9367
H 0.1416 -1.1271 0.8101
H 1.0451 -3.0645 -0.5390
H 1.9878 -1.8676 -1.4850
H 4.2324 -4.0526 4.2799

Atomic forces in eV per Å
F 0.01 0.23 0.07
C -1.23 1.09 -0.52
C -0.26 -0.09 -0.31
C 0.57 0.13 1.47
C -0.06 0.61 -1.23
N 0.28 0.52 0.80
C -1.08 -0.60 -0.47
C -0.89 0.26 -0.38
N 0.95 -0.98 -0.80
C 0.75 -0.58 0.55
C 0.24 -0.21 0.02
S 0.20 -0.21 -0.14
C 1.17 0.44 -0.60
N -0.10 -0.46 -0.09
N -1.07 -0.75 0.53
C -1.10 0.66 0.65
C 0.28 0.46 -0.70
C 1.49 -0.38 0.45
C 0.21 -1.52 -0.20
C -2.06 0.81 0.42
N 1.12 0.84 -0.62
C 0.80 0.86 0.65
C 0.77 0.93 -0.03
C -0.08 -0.53 -0.15
F 0.40 -0.90 -0.34
C 0.59 -0.01 -0.53
H 0.14 0.25 0.17
H 0.02 -0.10 -0.01
H 0.12 -0.12 0.14
H -0.25 -0.13 0.41
H -0.16 -0.20 0.01
H 0.03 -0.16 -0.16
H -0.35 0.14 0.31
H 0.18 -0.13 0.23
H -0.45 -0.03 -0.17
H -0.60 0.65 0.09
H -0.33 -0.45 0.09
H 0.24 -0.17 0.16
H 0.21 0.32 -0.25
H 0.44 -0.18 -0.06
H -0.28 0.47 -0.03
H -0.46 -0.42 -0.02
H 0.01 -0.19 0.15
H -0.33 -0.25 -0.01
H -0.07 0.05 0.47

---

Entry 4:
DFT (ωB97M-V with the def2-TZVPD basis set) results for a single C18H19FN2O3S molecule.

The calculation puts the HOMO energy at -8.8 eV. As for the SMILES: O=C(Nc1ccccc1NS(=O)(=O)c1ccc(F)cc1)C1CCCC1. For the energy above the lowest of the compared OMol25 structures with the same formula, charge and spin, the calculation gives 0.0 kJ/mol.

Element x y z (Å)
O 0.3054 0.6294 1.6092
C 1.1728 1.0457 0.8570
N 2.1946 0.3009 0.3741
C 2.4792 -1.0782 0.4188
C 3.8170 -1.4340 0.2470
C 4.2095 -2.7567 0.2104
C 3.2624 -3.7598 0.3349
C 1.9335 -3.4238 0.5015
C 1.5278 -2.0961 0.5535
N 0.1404 -1.8477 0.6709
S -0.5717 -1.5849 -0.8244
O -0.4093 -2.7628 -1.6194
O -0.1093 -0.3417 -1.3906
C -2.2810 -1.4009 -0.3345
C -2.6565 -0.2759 0.3764
C -3.9757 -0.1296 0.7688
C -4.8802 -1.1238 0.4319
F -6.1642 -0.9859 0.8096
C -4.5116 -2.2548 -0.2781
C -3.1887 -2.3888 -0.6633
C 1.2485 2.4963 0.4065
C 1.2072 2.5910 -1.1382
C 0.2196 3.7184 -1.4356
C -0.8131 3.5632 -0.3256
C 0.0500 3.3186 0.9110
H 2.8829 0.8169 -0.1576
H 4.5541 -0.6516 0.1293
H 5.2516 -3.0021 0.0741
H 3.5573 -4.7966 0.2918
H 1.1698 -4.1804 0.5769
H -0.0182 -1.0053 1.2401
H -1.9182 0.4702 0.6222
H -4.3079 0.7319 1.3258
H -5.2504 -3.0030 -0.5169
H -2.8420 -3.2447 -1.2196
H 2.1844 2.9090 0.7974
H 0.8213 1.6564 -1.5488
H 2.1898 2.7847 -1.5688
H 0.7125 4.6894 -1.3525
H -0.2127 3.6315 -2.4306
H -1.4336 2.6901 -0.5319
H -1.4572 4.4346 -0.2170
H 0.3939 4.2692 1.3202
H -0.4840 2.7818 1.6941

Atomic forces in eV per Å
O -0.15 -0.08 0.18
C 0.37 0.41 0.14
N 0.37 0.05 -0.21
C 0.02 -0.35 0.15
C -0.05 0.01 0.05
C -0.05 0.05 -0.05
C -0.03 -0.08 0.00
C 0.18 0.09 0.06
C 0.61 -0.09 -0.12
N -0.85 0.09 -0.54
S -0.28 0.03 0.24
O -0.13 -0.27 0.06
O -0.26 0.04 0.13
C 0.65 -0.08 -0.14
C -0.11 0.10 0.01
C -0.10 -0.11 -0.02
C 0.14 -0.05 -0.05
F 0.12 -0.01 -0.03
C -0.08 0.18 0.09
C 0.06 -0.07 -0.03
C -0.17 0.01 0.16
C 0.03 0.10 -0.20
C -0.07 -0.08 -0.03
C 0.13 0.18 0.02
C -0.11 -0.07 0.10
H -0.21 0.00 0.04
H 0.06 0.08 0.04
H 0.09 -0.01 -0.01
H 0.02 -0.10 0.00
H -0.09 -0.08 0.03
H -0.06 0.00 0.03
H 0.05 0.17 0.07
H -0.04 0.08 0.05
H -0.07 -0.06 -0.02
H -0.04 -0.15 -0.06
H -0.03 -0.08 -0.01
H 0.11 0.10 -0.02
H 0.04 -0.08 -0.04
H -0.01 0.06 -0.03
H 0.03 0.06 -0.08
H -0.09 -0.05 -0.01
H -0.10 -0.03 -0.01
H 0.01 0.01 0.00
H 0.06 0.09 0.05

---

no.,E (Eh)
1,-1965.6063
2,-4023.6313
3,-1568.9495
4,-1530.6226